Record 1
{"formula": "C5H9NO", "method": "ωB97M-V/def2-TZVPD", "elements": ["H", "C", "C", "H", "H", "H", "N", "C", "C", "H", "H", "H", "O", "H", "C", "H"], "coordinates": [[2.26648, -0.54137, -0.65091], [0.19135, -0.04447, -0.26017], [0.35655, 2.21215, 0.26983], [-0.93296, -0.04522, -2.24174], [-0.71921, 2.35161, 0.48779], [1.87820, -0.30493, 1.06284], [-1.36137, -0.20675, 1.73761], [-0.61246, -0.68231, -1.41478], [-1.03414, -0.37744, 0.54087], [1.36582, -1.78477, 0.23617], [0.43810, 1.14656, -0.52020], [-2.29326, -0.57949, 1.91249], [-1.71137, -0.95453, -0.50672], [0.78784, 1.91835, 1.24554], [1.50348, -0.70303, 0.11806], [-0.19377, -1.61849, -1.80260]], "de_lowest_ev": 6.002, "fmax_ev_per_a": 0.6}

---

Record 2
{"formula": "H24O12", "method": "ωB97M-V/def2-TZVPD", "elements": ["H", "O", "H", "H", "O", "H", "O", "H", "H", "O", "O", "H", "O", "H", "H", "H", "H", "O", "H", "H", "O", "H", "H", "O", "H", "H", "H", "O", "H", "H", "O", "O", "H", "H", "H", "H"], "coordinates": [[-2.84701, 1.30564, -2.94455], [3.59073, 0.38599, -3.62493], [4.46720, 3.28116, 0.09463], [1.33688, -1.79859, 3.84741], [1.63827, -2.47016, -3.59033], [0.58148, -0.56476, -0.18883], [1.27746, -2.72452, 4.08268], [-1.39380, 4.24139, -0.50200], [-0.20676, -4.47065, 1.11761], [0.79058, 0.28016, 0.20944], [-0.51807, -5.24864, 1.58025], [-1.80227, -3.52444, -1.21413], [-3.64158, -0.47671, -0.90629], [2.26169, 1.93291, 3.56404], [3.22355, -0.48567, -3.77199], [1.23470, -3.21322, -4.03891], [-4.24349, -0.30510, -0.18208], [-1.10539, -2.90203, -1.00629], [0.82433, -2.72931, 4.92582], [2.86020, 0.89896, -3.27936], [2.37035, 1.24430, 4.21997], [1.03828, -2.26864, -2.87225], [-3.70836, 2.29363, 3.11647], [-2.97499, 2.90215, 3.20658], [3.04982, 2.75802, 0.19087], [-0.38779, -5.04525, 2.50648], [-2.66970, 3.04441, 2.31061], [3.67238, 3.34159, 0.62457], [-0.10488, 3.78155, -1.14941], [-2.52794, 2.49007, -3.83180], [-2.78075, 1.56738, -3.86288], [-0.88255, 3.45582, -0.69625], [0.02583, 0.82664, 0.02842], [-4.20664, -0.75390, -1.62746], [-1.55829, -2.15907, -0.60740], [3.31654, 1.10891, 4.27130]], "de_lowest_ev": 2.376, "fmax_ev_per_a": 0.5}

---

Record 3
{"formula": "C6H8N2O2", "method": "ωB97M-V/def2-TZVPD", "elements": ["H", "C", "C", "H", "H", "H", "H", "C", "H", "O", "C", "O", "N", "H", "C", "N", "H", "C"], "coordinates": [[0.12962, -2.57464, -2.18728], [-1.75463, 0.67927, 0.58588], [-1.04268, -0.40271, 0.10799], [-1.62619, 2.52602, 1.81968], [0.88722, -1.48525, 0.61172], [-0.69232, -1.07839, -1.57200], [2.03897, 0.80715, 0.61828], [1.33740, -1.20472, -1.44375], [1.47364, -0.45727, -0.59023], [-2.91069, 0.69188, 0.75420], [0.18842, -1.65570, -1.80724], [0.81955, 3.22317, 0.98999], [0.97401, 0.77737, 0.79107], [-1.52831, -1.42917, 0.02688], [0.31874, -0.34566, 0.40227], [-1.07447, 1.83415, 1.24871], [2.16308, -1.92013, -1.43561], [0.29863, 2.01461, 1.07943]], "de_lowest_ev": 5.732, "fmax_ev_per_a": 6.5}